1.
{"formula": "C17H56N12O11", "method": "ωB97M-V/def2-TZVPD", "species": ["O", "O", "O", "O", "O", "O", "O", "O", "O", "O", "O", "N", "N", "N", "N", "N", "N", "N", "N", "N", "N", "N", "N", "C", "C", "C", "C", "C", "C", "C", "C", "C", "C", "C", "C", "C", "C", "C", "C", "C", "H", "H", "H", "H", "H", "H", "H", "H", "H", "H", "H", "H", "H", "H", "H", "H", "H", "H", "H", "H", "H", "H", "H", "H", "H", "H", "H", "H", "H", "H", "H", "H", "H", "H", "H", "H", "H", "H", "H", "H", "H", "H", "H", "H", "H", "H", "H", "H", "H", "H", "H", "H", "H", "H", "H", "H"], "positions_angstrom": [[-0.19, 4.10, 5.63], [-1.39, 2.92, -4.10], [2.98, -0.97, 0.25], [2.30, 3.12, -2.04], [-2.46, -1.72, -3.63], [-2.30, 0.80, 2.76], [0.27, -1.92, -4.39], [-1.95, 3.07, 0.49], [1.19, -4.72, 2.14], [2.34, 1.23, 3.90], [-0.05, -0.70, -1.56], [4.18, 0.97, -0.29], [-4.10, -0.68, 3.10], [-3.23, -0.52, 1.08], [2.42, 0.49, -1.45], [-0.33, 4.71, 0.72], [-1.73, 0.77, -0.69], [-0.09, 0.21, 0.74], [0.25, 2.71, 1.12], [-0.57, 0.70, -3.88], [0.08, 2.80, 3.74], [-2.56, 1.08, -3.20], [-0.03, 4.95, 3.41], [3.66, -0.58, 3.27], [3.24, 0.14, -0.52], [-3.26, -0.08, 2.30], [-2.90, -2.60, -2.86], [2.36, 0.19, 3.24], [-0.05, 3.94, 4.26], [-1.50, 1.59, -3.78], [1.18, -0.69, 3.65], [-1.95, -3.05, -1.82], [-4.23, -2.03, -2.30], [-0.63, 0.05, -0.51], [0.29, -3.33, 0.52], [1.47, -4.05, 1.15], [0.97, 3.58, -2.21], [1.46, -2.10, -3.70], [-0.68, 3.49, 0.75], [2.20, -4.87, 0.12], [0.29, 1.13, -4.18], [-0.41, -4.09, 0.34], [-1.95, 0.86, -1.72], [-2.72, 0.09, -3.33], [-1.05, 5.37, 0.43], [-1.96, -2.41, -1.02], [0.30, 2.77, -1.99], [0.15, 2.63, 2.70], [0.72, 3.84, -3.21], [0.80, -0.33, 0.70], [-0.12, 4.85, 2.40], [3.56, -1.46, 2.60], [4.49, 0.00, 2.84], [0.69, -5.49, 1.82], [-3.28, 1.82, -3.23], [0.03, 1.67, 0.89], [2.96, -5.47, 0.61], [-4.13, -1.15, -1.60], [0.57, -2.84, -0.36], [4.73, 0.88, 0.52], [2.12, -2.78, -4.25], [-2.08, 1.57, -0.22], [2.84, 3.86, -2.30], [-4.65, -1.54, 2.91], [2.43, 1.50, -1.77], [0.30, -0.27, 3.28], [1.47, 1.73, 3.76], [1.08, -0.89, 4.74], [-0.90, -3.05, -2.16], [-4.70, -2.79, -1.75], [1.27, -2.34, -2.64], [-2.61, 0.00, 0.38], [-2.17, -4.01, -1.42], [2.10, -3.20, 1.45], [-0.15, -2.57, 1.21], [-0.22, 2.08, 4.43], [1.94, -1.10, -3.51], [-4.04, -1.07, 0.82], [-0.41, 5.84, 3.67], [-0.62, 0.35, 1.58], [0.61, -1.63, -5.25], [1.22, 2.96, 1.11], [-0.55, -0.15, -3.25], [3.95, -0.95, 4.27], [2.54, -4.10, -0.56], [4.46, 1.56, -1.09], [-4.03, -0.36, 4.08], [-3.02, -3.55, -3.39], [1.31, -1.65, 3.09], [-1.54, -1.91, -4.00], [-4.91, -1.75, -3.15], [2.15, 0.42, 2.17], [1.51, -5.37, -0.54], [0.79, 4.41, -1.58], [1.51, -0.01, -1.50], [0.69, 5.11, 0.79]], "e_tot_ev": -58935.817, "smiles": "NC(N)=O.NC(N)=O.NC(N)=O.NC(N)=O.NC(N)=O.NC(N)=O.CC(C)O.CC(C)O.CC(C)O.CO.CO", "lumo_energy_ev": -0.3, "total_charge": 0}

2.
{"formula": "C49H59CaF5N4O2P2Si", "method": "ωB97M-V/def2-TZVPD", "species": ["Ca", "P", "P", "Si", "F", "F", "F", "F", "F", "O", "O", "N", "N", "N", "N", "C", "C", "C", "C", "C", "C", "C", "C", "C", "C", "C", "C", "C", "C", "C", "C", "C", "C", "C", "C", "C", "C", "C", "C", "C", "C", "C", "C", "C", "C", "C", "C", "C", "C", "C", "C", "C", "C", "C", "C", "C", "C", "C", "C", "C", "C", "C", "C", "C", "H", "H", "H", "H", "H", "H", "H", "H", "H", "H", "H", "H", "H", "H", "H", "H", "H", "H", "H", "H", "H", "H", "H", "H", "H", "H", "H", "H", "H", "H", "H", "H", "H", "H", "H", "H", "H", "H", "H", "H", "H", "H", "H", "H", "H", "H", "H", "H", "H", "H", "H", "H", "H", "H", "H", "H", "H", "H", "H"], "positions_angstrom": [[-0.52, -1.35, 0.51], [0.00, 2.23, 2.08], [2.53, 0.59, -1.83], [-0.74, 1.12, -0.89], [-2.04, -4.21, 5.45], [-0.49, -3.78, 3.29], [-4.88, -0.68, 4.15], [-4.22, -2.66, 5.90], [-3.35, -0.26, 1.97], [3.06, -2.91, 2.09], [1.52, -1.57, 1.15], [-2.28, -2.27, -1.13], [-3.69, -3.79, -5.00], [-6.51, -1.46, -2.50], [0.53, -3.42, -0.42], [-3.46, -2.44, 4.82], [2.11, -2.69, 1.35], [3.42, -1.19, -3.81], [1.55, -3.87, 0.54], [-1.73, 2.48, 1.53], [-5.45, -1.90, -2.65], [1.06, 1.07, 6.53], [0.40, 6.42, 2.90], [-3.79, -1.44, 3.92], [-3.32, 2.35, -0.26], [-1.58, -2.97, 3.45], [1.78, 2.28, -1.97], [-3.15, -2.33, -1.89], [0.02, 3.85, -1.53], [1.05, -0.72, -5.03], [0.50, 2.40, 6.01], [5.37, 1.51, -1.68], [-2.74, 2.96, 2.36], [-1.85, -1.99, 2.53], [-2.01, 2.13, 0.19], [6.53, -0.65, -1.06], [2.67, 5.32, 2.91], [0.76, 4.87, -2.10], [1.18, 0.68, 4.04], [-3.90, -3.19, -4.04], [-0.14, 1.43, 3.75], [-4.17, -2.47, -2.85], [5.24, -1.12, -0.39], [4.11, 1.09, -0.91], [2.01, 4.60, -2.64], [-4.31, 2.85, 0.56], [2.13, 4.04, 2.27], [-0.64, 2.17, 5.02], [-0.01, 4.97, 3.23], [0.92, -1.71, -3.88], [4.47, 0.07, 0.18], [2.31, -2.20, -3.46], [6.24, 0.35, -2.18], [2.50, 3.31, -2.58], [-2.35, -3.22, 4.58], [2.98, 0.27, -3.63], [-2.98, -1.25, 2.81], [-4.03, 3.15, 1.88], [0.49, 2.52, -1.45], [1.86, 6.52, 2.43], [1.75, 0.56, -4.54], [-1.68, 1.03, -2.58], [0.59, 4.00, 2.20], [1.11, 0.01, 5.41], [7.17, 0.75, -2.59], [2.06, 1.23, 6.94], [2.53, -3.15, -3.96], [0.27, -2.55, -4.15], [-1.10, 4.91, 3.23], [-3.57, 2.09, -1.28], [0.33, 4.71, 4.23], [0.24, 7.04, 3.79], [-4.81, 3.50, 2.55], [2.03, 1.37, 4.02], [0.20, -0.61, 5.44], [5.10, 0.57, 0.92], [1.61, -1.18, -5.85], [0.15, 3.02, 6.85], [2.51, 3.98, 1.25], [1.37, -0.06, 3.25], [2.61, 5.26, 4.00], [0.43, 0.71, 7.35], [-2.60, 0.44, -2.49], [3.57, -0.27, 0.69], [-5.32, 2.99, 0.17], [2.59, 5.39, -3.11], [2.05, 1.17, -5.39], [0.96, -2.80, -1.11], [1.95, -0.66, 5.55], [1.08, -4.55, 1.25], [5.12, 2.17, -2.52], [-1.40, 1.55, 5.51], [2.30, 7.46, 2.77], [5.44, -1.84, 0.40], [0.07, -0.46, -5.43], [2.52, 3.17, 2.80], [-2.55, 3.16, 3.41], [-1.12, 3.11, 4.78], [0.28, 4.37, 1.21], [3.81, 0.92, -3.92], [4.60, -1.63, -1.12], [0.35, 5.88, -2.13], [3.73, 5.44, 2.67], [-0.87, 0.65, 3.52], [5.73, -0.16, -3.00], [0.11, -4.19, -0.93], [7.10, -1.50, -1.45], [3.73, -1.33, -4.85], [3.47, 3.11, -3.02], [-0.97, 4.07, -1.14], [-1.93, 2.01, -2.99], [1.29, 2.97, 5.51], [1.90, 6.54, 1.33], [5.97, 2.12, -0.99], [0.43, -1.19, -3.04], [-0.27, 6.80, 2.12], [2.34, -2.40, -2.39], [7.16, -0.17, -0.30], [1.01, 1.14, -4.00], [-1.05, 0.51, -3.31], [2.39, -4.39, 0.08], [3.74, 1.98, -0.40], [4.29, -1.42, -3.20]], "e_tot_ev": -120312.206, "lumo_energy_ev": 3.9, "total_charge": -2}

3.
{"formula": "C41H40Cl3N12NaO9", "method": "ωB97M-V/def2-TZVPD", "species": ["Cl", "Cl", "Cl", "Na", "O", "O", "O", "O", "O", "O", "O", "O", "O", "N", "N", "N", "N", "N", "N", "N", "N", "N", "N", "N", "N", "C", "C", "C", "C", "C", "C", "C", "C", "C", "C", "C", "C", "C", "C", "C", "C", "C", "C", "C", "C", "C", "C", "C", "C", "C", "C", "C", "C", "C", "C", "C", "C", "C", "C", "C", "C", "C", "C", "C", "C", "C", "H", "H", "H", "H", "H", "H", "H", "H", "H", "H", "H", "H", "H", "H", "H", "H", "H", "H", "H", "H", "H", "H", "H", "H", "H", "H", "H", "H", "H", "H", "H", "H", "H", "H", "H", "H", "H", "H", "H", "H"], "positions_angstrom": [[0.61, 0.39, 9.84], [-1.47, 2.76, 2.92], [-6.78, 3.66, 3.12], [-1.73, 0.64, -1.48], [3.02, 1.43, -6.79], [-2.16, 0.97, 0.67], [-1.51, 2.41, -2.66], [1.22, -5.10, -0.26], [3.57, 3.53, 2.39], [-1.78, 1.65, -4.75], [-4.08, -0.03, -1.22], [4.51, 0.22, -5.59], [0.62, -4.45, -2.23], [-3.82, -0.55, -11.50], [-0.86, -5.21, 1.28], [2.64, -0.88, 1.38], [-2.43, -1.98, 0.70], [-2.26, -1.88, -2.86], [-0.54, -3.67, -0.54], [0.60, 0.58, -2.47], [2.32, 0.42, 1.14], [0.50, -0.70, 0.71], [-2.01, -3.24, 1.14], [-2.80, -2.15, -5.00], [0.48, -4.47, -1.03], [-2.69, -3.17, -3.07], [1.54, -0.43, 6.05], [3.33, 2.14, 2.71], [0.37, 1.65, 7.45], [1.51, -1.50, 1.10], [-4.51, 1.40, 0.66], [-4.84, 0.58, -0.49], [1.10, 1.20, -4.73], [-2.96, -0.18, -8.11], [1.04, 0.50, 0.74], [2.72, 0.03, -3.45], [1.94, 2.12, 3.36], [-5.59, 2.04, 1.27], [-1.13, 1.81, -3.69], [-4.13, 3.08, 2.85], [-3.37, -2.78, -7.26], [1.39, -0.53, 7.42], [-3.61, -0.82, -10.40], [-5.42, 2.87, 2.35], [-1.07, -4.05, 0.60], [-3.16, 1.56, 1.15], [0.26, 1.16, -3.63], [-3.38, -1.15, -9.02], [2.38, 0.66, -4.64], [3.40, 0.75, -5.81], [-3.06, 2.46, 2.27], [4.51, 1.62, 3.59], [5.85, 1.95, 2.91], [1.29, 0.81, 3.86], [-2.34, -1.30, -4.03], [-2.97, -1.81, -6.35], [4.49, 2.32, 4.96], [0.81, 0.51, 8.11], [-3.02, -3.36, -4.37], [-3.57, -2.46, -8.59], [1.80, 0.00, -2.41], [-2.76, -0.49, -6.78], [3.26, 1.51, 1.29], [1.14, 0.71, 5.35], [4.46, 0.11, 3.83], [0.54, 1.74, 6.08], [3.50, 4.04, 3.20], [1.44, -2.58, 1.14], [4.22, 1.16, 0.93], [-5.93, 0.54, -0.70], [-3.97, 3.74, 3.70], [0.18, 2.62, 5.56], [1.83, -0.07, 3.49], [6.66, 1.69, 3.60], [-2.68, -1.98, -0.29], [-1.70, -1.29, 0.86], [4.59, 3.40, 4.88], [-2.08, -0.27, -4.26], [6.02, 1.35, 2.01], [5.39, -0.19, 4.31], [1.71, -1.42, 7.95], [-2.78, 0.84, -8.44], [-6.58, 1.88, 0.87], [5.93, 3.00, 2.65], [0.55, 1.43, 0.47], [2.04, -0.52, -1.49], [2.93, 2.30, 0.62], [1.98, 2.84, 4.19], [-3.89, -3.22, -9.29], [1.28, 2.58, 2.62], [-3.39, -4.22, -4.90], [4.36, -0.45, 2.90], [3.69, -0.43, -3.36], [3.59, 2.08, 5.52], [5.35, 1.97, 5.55], [-1.15, -5.19, 2.25], [-0.10, 2.45, 8.01], [0.02, -5.65, 1.08], [0.79, 1.66, -5.66], [-3.51, -3.80, -6.93], [1.99, -1.25, 5.50], [-2.42, 0.29, -6.10], [3.65, -0.17, 4.49], [-2.70, -3.90, -2.27], [0.30, 0.74, 3.41], [-2.56, -3.62, 1.89]], "e_tot_ev": -121461.426, "lumo_energy_ev": 3.1, "total_charge": -2}